[1]
13
Properties=species:S:1:pos:R:3:nbo_charge:R:1 method="wB97M-V/def2-TZVPD" energy_ev=-7798.2708 homo_ev=-9.692 smiles="C[C@H]1CN=CO1" charge=0 homo_lumo_gap_ev=10.75
C 1.582 0.438 0.130 -0.631
C 0.220 0.199 -0.508 0.060
C -0.364 -0.996 0.241 -0.267
N -1.793 -0.749 0.266 -0.470
C -1.914 0.472 -0.049 0.376
O -0.811 1.212 -0.358 -0.496
H 2.385 0.525 -0.596 0.218
H 1.552 1.294 0.805 0.234
H 1.824 -0.431 0.759 0.210
H 0.222 -0.005 -1.588 0.182
H -0.055 -1.914 -0.265 0.208
H 0.010 -1.063 1.278 0.189
H -2.870 0.983 -0.096 0.187


[2]
13
Properties=species:S:1:pos:R:3:nbo_charge:R:1 method="wB97M-V/def2-TZVPD" energy_ev=-7797.3655 homo_ev=-9.028 smiles="CC1=NCCO1" charge=0 homo_lumo_gap_ev=10.07
C 1.943 -0.224 0.035 -0.652
C 0.588 -0.272 0.631 0.571
N 0.066 0.838 0.979 -0.500
C -1.064 0.876 0.060 -0.268
C -1.488 -0.578 -0.107 -0.101
O -0.215 -1.230 0.077 -0.505
H 2.595 0.468 0.563 0.243
H 1.590 0.273 -0.896 0.228
H 2.401 -1.169 -0.245 0.225
H -1.819 1.618 0.299 0.216
H -0.560 1.147 -0.902 0.168
H -1.822 -0.806 -1.119 0.194
H -2.215 -0.941 0.626 0.182


[3]
13
Properties=species:S:1:pos:R:3:nbo_charge:R:1 method="wB97M-V/def2-TZVPD" energy_ev=-7794.4948 homo_ev=-8.629 charge=0 homo_lumo_gap_ev=9.46
O 1.926 0.689 0.461 -0.697
C 0.947 0.368 -0.485 0.027
C 0.295 -1.036 -0.344 -0.448
C -1.044 -0.413 0.002 -0.177
N -0.761 0.589 1.016 -0.668
C -0.353 1.223 -0.228 0.008
H 1.467 0.680 1.317 0.478
H 1.377 0.549 -1.472 0.186
H 0.714 -1.659 0.452 0.225
H 0.279 -1.592 -1.286 0.219
H -2.018 -0.900 0.054 0.245
H -1.622 1.018 1.348 0.374
H -1.227 0.353 -0.964 0.227


[4]
13
Properties=species:S:1:pos:R:3:nbo_charge:R:1 method="wB97M-V/def2-TZVPD" energy_ev=-7795.3084 homo_ev="-9.076 / -9.075" charge=0 homo_lumo_gap_ev="9.26 / 9.25"
C -0.239 -1.075 0.998 -0.643
C -0.793 -0.041 0.025 0.002
C -0.300 1.342 0.154 -0.176
N 1.699 0.896 -0.603 -0.453
C 1.137 0.066 -1.340 0.272
O -0.273 -0.129 -1.342 -0.538
H -0.385 -2.092 0.619 0.225
H 0.828 -0.908 1.162 0.231
H -0.751 -0.998 1.965 0.222
H -1.893 -0.171 -0.056 0.225
H -0.940 2.065 -0.370 0.213
H 0.392 1.685 0.873 0.228
H 1.518 -0.638 -2.086 0.193